Density functional theory data (the ωB97M-V functional and the def2-TZVPD basis) for a structure of composition C61H80ClGeIMoN6P4.

Last column: Löwdin charge in e.
Geometry (Å):
1 Mo 0.61451 -0.35287 0.14664  0.816
2 C -0.71672 -1.82683 -4.11872  -0.101
3 C 0.73244 -1.71976 -3.63685  -0.526
4 C 1.69347 -1.89891 -4.81458  -0.065
5 P 1.11902 -0.19374 -2.63824  1.025
6 C 2.93249 -0.26663 -2.60462  -0.428
7 N 3.30329 -1.50296 -1.98789  -0.205
8 Ge 2.27387 -2.33614 -0.67130  0.836
9 N 3.56419 -2.75367 0.62561  -0.169
10 C 3.72086 -1.96208 1.80377  -0.384
11 P 2.67417 -0.46753 1.85057  1.029
12 C 2.31868 -0.45094 3.67686  -0.501
13 C 3.56202 -0.68464 4.55255  -0.077
14 C 1.25403 -1.48500 4.06896  -0.113
15 C 3.77817 0.95680 1.44599  -0.569
16 C 4.76957 0.54919 0.34757  -0.102
17 C 4.48058 1.69558 2.58642  -0.087
18 C 4.00292 -4.08725 0.73009  -0.237
19 C 4.48820 -4.68942 1.88675  -0.016
20 C 4.76847 -6.05641 1.88785  -0.058
21 C 4.57156 -6.82585 0.75568  -0.057
22 C 4.14201 -6.21331 -0.41984  0.008
23 C 3.89776 -4.85830 -0.42120  -0.178
24 N 3.59891 -4.06474 -1.59566  -0.043
25 C 4.76333 -3.38080 -2.11154  -0.167
26 C 5.97521 -3.98368 -2.38148  0.006
27 C 7.02253 -3.21958 -2.88214  -0.054
28 C 6.84140 -1.86097 -3.08355  -0.055
29 C 5.62083 -1.25447 -2.79844  -0.012
30 C 4.56858 -2.02262 -2.31130  -0.232
31 C 2.73100 -4.68174 -2.55439  -0.182
32 C 3.12941 -5.34553 -3.69492  0.010
33 C 2.17526 -5.97703 -4.48925  -0.057
34 C 0.84415 -5.92867 -4.11687  -0.059
35 C 0.44178 -5.22261 -2.98199  -0.022
36 C 1.39027 -4.57386 -2.19575  -0.248
37 N 1.08854 -3.77260 -1.07454  -0.180
38 C -0.32154 -3.73651 -0.75296  -0.401
39 P -0.72578 -2.73066 0.71634  1.016
40 C -0.33217 -3.88373 2.13565  -0.511
41 C 1.16084 -4.19286 2.12372  -0.126
42 C -1.10071 -5.21564 2.16840  -0.074
43 C -2.61099 -2.55363 0.70535  -0.555
44 C -3.30077 -3.07892 -0.55858  -0.114
45 C -3.33602 -3.12836 1.92995  -0.110
46 C 0.76763 1.15287 -3.92472  -0.472
47 C 2.02176 1.85816 -4.45102  -0.102
48 C -0.31206 2.19556 -3.61495  -0.124
49 H -0.86623 -2.82634 -4.53340  0.090
50 H -0.93683 -1.11226 -4.91906  0.084
51 H -1.44762 -1.69384 -3.32129  0.014
52 H 0.90582 -2.54034 -2.95332  0.038
53 H 1.70392 -1.03674 -5.48754  0.085
54 H 1.36323 -2.76089 -5.39929  0.097
55 H 2.71151 -2.10606 -4.48651  0.075
56 H 3.31095 0.63011 -2.09420  0.049
57 H 3.30136 -0.23084 -3.62838  0.082
58 H 4.76134 -1.64280 1.93584  0.122
59 H 3.45010 -2.52472 2.70234  0.056
60 H 1.94171 0.54931 3.89321  0.079
61 H 3.83849 -1.73785 4.57748  0.082
62 H 3.30872 -0.39829 5.57535  0.104
63 H 4.43244 -0.10913 4.26141  0.057
64 H 0.51666 -1.64496 3.28916  0.007
65 H 1.71884 -2.44582 4.28988  0.085
66 H 0.73385 -1.16115 4.97277  0.101
67 H 3.08937 1.67006 0.99937  -0.063
68 H 5.66949 0.11104 0.78290  0.096
69 H 5.07658 1.43582 -0.21162  0.091
70 H 4.35858 -0.17600 -0.35587  0.033
71 H 5.33176 1.13800 2.97526  0.082
72 H 3.81645 1.95238 3.41445  0.076
73 H 4.87495 2.63081 2.18079  0.097
74 H 4.67371 -4.11730 2.78741  0.107
75 H 5.13951 -6.51841 2.79453  0.115
76 H 4.79036 -7.88498 0.76824  0.115
77 H 4.01779 -6.78547 -1.33202  0.126
78 H 6.10671 -5.04501 -2.20474  0.127
79 H 7.97031 -3.68496 -3.11633  0.116
80 H 7.65901 -1.25646 -3.45692  0.116
81 H 5.50430 -0.18604 -2.94112  0.113
82 H 4.18078 -5.38689 -3.95645  0.124
83 H 2.47810 -6.52118 -5.37341  0.116
84 H 0.09917 -6.44273 -4.71208  0.115
85 H -0.60988 -5.19681 -2.72659  0.105
86 H -0.67435 -4.74999 -0.54196  0.097
87 H -0.93046 -3.35690 -1.58635  0.068
88 H -0.56347 -3.31822 3.04056  0.082
89 H 1.42740 -4.81647 1.27025  0.088
90 H 1.42694 -4.73844 3.03115  0.108
91 H 1.75623 -3.29215 2.07811  0.014
92 H -1.27529 -5.64194 1.17904  0.082
93 H -2.04903 -5.14808 2.68566  0.061
94 H -0.49100 -5.93573 2.71535  0.095
95 H -2.76300 -1.47727 0.75880  0.010
96 H -3.15652 -4.15505 -0.66917  0.093
97 H -2.98094 -2.59104 -1.47643  0.031
98 H -4.37543 -2.90815 -0.45520  0.097
99 H -3.51191 -4.19503 1.82517  0.077
100 H -4.31478 -2.64659 1.99436  0.075
101 H -2.81681 -2.94889 2.87362  0.075
102 H 0.37243 0.52966 -4.72773  0.084
103 H 2.58729 2.34846 -3.65975  0.030
104 H 1.69737 2.63495 -5.14697  0.098
105 H 2.68513 1.19467 -5.00254  0.078
106 H 0.07836 3.01144 -3.00675  0.031
107 H -1.19286 1.77369 -3.13252  0.024
108 H -0.64537 2.63470 -4.55733  0.102
109 Cl -1.89109 -0.20301 -1.15712  0.759
110 C -3.08232 1.00862 -1.67813  -0.540
111 C -3.39843 0.93798 -3.02197  -0.101
112 C -4.26253 1.87581 -3.56839  -0.013
113 C -4.79209 2.88044 -2.77355  -0.020
114 C -4.48956 2.92233 -1.42288  -0.069
115 C -3.64818 1.96622 -0.83711  -0.348
116 P -3.44248 1.94556 0.95620  1.220
117 C -4.93831 1.20516 1.66761  -0.355
118 C -4.82833 0.19247 2.61965  -0.103
119 C -5.96963 -0.32973 3.21691  -0.052
120 C -7.21693 0.16845 2.86821  -0.028
121 C -7.32635 1.17485 1.91274  -0.034
122 C -6.19609 1.69297 1.30436  -0.063
123 C -3.30671 3.60550 1.48945  -0.354
124 C -3.79258 3.96020 2.77697  -0.052
125 C -3.58821 5.23151 3.25626  -0.032
126 C -2.87255 6.15870 2.48905  0.004
127 C -2.36182 5.81448 1.22880  -0.033
128 C -2.55181 4.54708 0.73792  -0.070
129 H -2.96945 0.16377 -3.64384  0.110
130 H -4.50367 1.82565 -4.62267  0.133
131 H -5.45313 3.62339 -3.20036  0.130
132 H -4.91726 3.70092 -0.80607  0.116
133 H -3.85890 -0.18721 2.90177  0.079
134 H -5.88336 -1.11863 3.95291  0.120
135 H -8.10863 -0.22598 3.33993  0.126
136 H -8.30024 1.56255 1.64231  0.125
137 H -6.30541 2.46784 0.55657  0.106
138 H -4.36085 3.24421 3.35855  0.117
139 H -3.98000 5.51339 4.22451  0.127
140 H -2.71622 7.15964 2.87232  0.129
141 H -1.81681 6.54519 0.64613  0.126
142 H -2.15704 4.28216 -0.23557  0.112
143 N 0.45741 1.86853 2.42145  -0.012
144 C -0.05937 2.29428 3.58431  -0.049
145 C -0.96194 1.34005 4.00291  -0.028
146 C -0.92222 0.35948 3.00806  -0.184
147 N -0.06326 0.68148 2.04425  -0.150
148 H 1.12055 2.35249 1.82817  0.083
149 H 0.24477 3.23157 4.02482  0.144
150 H -1.56135 1.35076 4.89859  0.120
151 H -1.47222 -0.56744 2.94910  0.100
152 I 1.97563 3.15941 -0.80885  0.960
153 C 0.35237 1.79640 -0.43904  -0.833
154 H -0.24385 2.33690 0.29249  -0.074
155 H -0.19382 1.86112 -1.36932  -0.129

E, Ha: -6968.528757
Multiplicity: 4
HOMO-LUMO gap (alpha / beta), eV: 5.5 / 3.0
Net charge: +3
Strongest force on any atom, eV/Å: 0.99
Energy above the lowest of the compared OMol25 structures with the same formula, charge and spin, kcal/mol: 10.9
HOMO energy (alpha / beta), eV: -13.36 / -13.32

=====

Density functional theory data (the ωB97M-V functional and the def2-TZVPD basis) for a cluster of 4 separate species, C4H15NO3 in total in a non-equilibrium geometry.

Last column: natural (NBO) charge in e.
Geometry (Å):
1 N -0.03912 0.26935 0.20457  -0.633
2 C 1.05610 -0.74046 0.17129  -0.237
3 C 2.37971 -0.08235 0.52568  -0.428
4 C 2.19688 1.31464 -0.05065  -0.429
5 C 0.67173 1.54564 -0.09118  -0.235
6 H -0.37560 0.28231 1.15797  0.344
7 H 0.81748 -1.53263 0.88460  0.205
8 H 1.01766 -1.19708 -0.81462  0.184
9 H 2.55517 -0.04951 1.59999  0.204
10 H 3.16047 -0.65242 0.04418  0.220
11 H 2.69459 2.11589 0.49569  0.213
12 H 2.54856 1.41560 -1.07676  0.209
13 H 0.37077 2.33151 0.59839  0.187
14 H 0.35772 1.88561 -1.07816  0.196
15 H -1.83480 -1.44444 -0.47248  0.475
16 H -3.04511 -0.62605 -0.60708  0.471
17 O -2.70405 -1.48570 -0.89654  -0.946
18 H -1.59426 0.07127 2.91259  0.461
19 H -2.78857 -0.84448 3.04503  0.475
20 O -1.82739 -0.86416 2.93708  -0.933
21 H -2.38837 -0.85468 -3.68623  0.469
22 H -1.40124 -0.66052 -2.53639  0.478
23 O -1.82835 -0.19734 -3.26697  -0.950

E, Ha: -441.855016
HOMO-LUMO gap, eV: 9.9
Net charge: 0
Strongest force on any atom, eV/Å: 1.54
Energy above the lowest of the compared OMol25 structures with the same formula, charge and spin, kcal/mol: 16.9
SMILES string: C1CCNC1.O.O.O
HOMO energy, eV: -9.47

=====

Density functional theory data (the ωB97M-V functional and the def2-TZVPD basis) for the molecule C9H16Si2 in a non-equilibrium geometry.

Last column: natural (NBO) charge in e.
Geometry (Å):
1 C 3.32066 0.86189 0.03257  -0.222
2 C 2.41455 1.93301 -0.02719  -0.189
3 C 2.80805 -0.39557 -0.11150  -0.191
4 C 1.04809 1.71730 -0.22217  -0.221
5 C 1.44591 -0.71506 -0.16717  -0.455
6 C 0.55204 0.35591 -0.19491  -0.412
7 C -2.15297 1.96016 -0.26411  -1.148
8 C -1.64309 -0.55848 1.65998  -1.108
9 C -2.11129 -0.93053 -1.49209  -1.080
10 Si 1.09600 -2.51660 0.19004  0.849
11 Si -1.35610 0.19666 -0.07252  1.607
12 H 4.40174 1.08590 0.30449  0.222
13 H 2.81831 2.93260 -0.13418  0.210
14 H 3.44288 -1.29779 0.06126  0.195
15 H 0.47363 2.59428 0.07718  0.223
16 H -3.24820 2.17417 -0.39924  0.253
17 H -2.00533 2.64501 0.67050  0.236
18 H -1.79851 2.64348 -1.12056  0.248
19 H -2.58237 -0.41808 2.06192  0.239
20 H -1.30790 -1.64344 1.50294  0.239
21 H -1.14410 -0.15288 2.50680  0.246
22 H -3.17322 -0.98301 -1.21201  0.228
23 H -2.05080 -0.55733 -2.51997  0.241
24 H -1.71407 -1.92208 -1.64658  0.242
25 H 0.96821 -2.79028 1.63238  -0.144
26 H 1.87869 -3.46086 -0.66183  -0.135
27 H -0.38083 -2.75840 -0.45407  -0.173

E, Ha: -931.460854
HOMO-LUMO gap, eV: 10.2
Net charge: 0
Strongest force on any atom, eV/Å: 3.50
Energy above the lowest of the compared OMol25 structures with the same formula, charge and spin, kcal/mol: 6.6
SMILES string: C[Si](C)(C)c1ccccc1[SiH3]
HOMO energy, eV: -9.30

=====

Density functional theory data (the ωB97M-V functional and the def2-TZVPD basis) for a cluster of 2 separate species, C10H13O2 in total in a non-equilibrium geometry.

Last column: natural (NBO) charge in e.
Geometry (Å):
1 C 0.14781 1.89285 -2.09838  -0.531
2 C -0.86138 2.86854 -1.45444  -0.630
3 C -0.44271 0.40607 -2.27022  0.777
4 O 0.33070 -0.48733 -2.69172  -0.802
5 O -1.64836 0.29972 -1.95738  -0.793
6 H 0.40814 2.28434 -3.09151  0.190
7 H 1.06534 1.76291 -1.51420  0.199
8 H -1.48563 2.27242 -0.79380  0.234
9 H -1.63617 3.28618 -2.09260  0.195
10 H -0.37018 3.61476 -0.82606  0.177
11 C -1.22209 -2.13933 0.28223  -0.650
12 C 1.67936 -0.00641 2.74154  -0.256
13 C 1.94415 -0.38008 1.40575  -0.212
14 C 0.36357 -0.16319 3.12421  -0.214
15 C 0.97312 -0.95971 0.61850  -0.209
16 C -0.59118 -0.88304 2.40229  -0.235
17 C -0.29288 -1.31570 1.12420  0.026
18 H 2.50548 0.24709 3.39103  0.204
19 H 2.94623 -0.53735 1.00296  0.202
20 H -0.02761 0.40584 3.97412  0.192
21 H 1.27433 -1.17122 -0.40154  0.249
22 H -1.57825 -1.02270 2.82510  0.202
23 H -2.26500 -2.08278 0.61696  0.200
24 H -0.90795 -3.18292 0.29257  0.200
25 H -1.22435 -1.81697 -0.75404  0.285

E, Ha: -539.372957
HOMO-LUMO gap, eV: 7.7
Net charge: -1
Strongest force on any atom, eV/Å: 1.94
Energy above the lowest of the compared OMol25 structures with the same formula, charge and spin, kcal/mol: 12.0
HOMO energy, eV: -4.21

=====

Density functional theory data (the ωB97M-V functional and the def2-TZVPD basis) for the molecule C5H10O in a non-equilibrium geometry.

Last column: natural (NBO) charge in e.
Geometry (Å):
1 C 1.47654 -0.20618 -0.57588  -0.589
2 C 0.21835 0.56886 -0.14565  -0.290
3 C 0.47977 1.36801 1.13614  -0.602
4 C -0.93916 -0.40388 -0.05316  0.378
5 O -1.62632 -0.45501 1.12011  -0.673
6 C -1.34224 -1.28378 -0.98528  -0.619
7 H 1.28796 -0.77801 -1.48888  0.217
8 H 1.78055 -0.91656 0.20351  0.207
9 H 2.31443 0.47563 -0.75664  0.206
10 H -0.03583 1.27242 -0.94862  0.221
11 H 0.78289 0.71368 1.96147  0.211
12 H -0.40325 1.92501 1.46023  0.220
13 H 1.29514 2.08257 0.96701  0.210
14 H -1.16863 -1.18273 -2.04290  0.211
15 H -1.72162 -2.23800 -0.62565  0.203
16 H -2.39859 -0.94202 0.77420  0.489

E, Ha: -271.707745
HOMO-LUMO gap, eV: 9.5
Net charge: 0
Strongest force on any atom, eV/Å: 1.15
Energy above the lowest of the compared OMol25 structures with the same formula, charge and spin, kcal/mol: 28.2
SMILES string: C=C(O)C(C)C
HOMO energy, eV: -8.52

=====

Density functional theory data (the ωB97M-V functional and the def2-TZVPD basis) for a structure of composition C4H5NO2S in a non-equilibrium geometry.

Last column: natural (NBO) charge in e.
Geometry (Å):
1 C -0.71884 1.04124 -0.20638  -0.107
2 C -0.67036 -0.44803 0.15787  -0.042
3 C 1.78801 -0.63662 0.40871  0.033
4 C -1.81963 -1.27950 -0.15629  0.235
5 H 0.82473 1.52191 -1.30781  0.491
6 H -0.99493 1.10205 -1.33036  0.178
7 H -1.42968 1.74941 0.40408  0.222
8 H -0.60473 -0.50192 1.38124  0.240
9 H 1.83031 0.10226 1.33421  0.224
10 N -2.73230 -2.06565 -0.14180  -0.235
11 O 0.66468 1.50970 -0.03270  -0.699
12 O 0.68805 -0.88491 -0.28962  -0.503
13 S 3.17470 -1.20994 -0.22117  -0.037

E, Ha: -758.667063
HOMO-LUMO gap, eV: 8.5
Net charge: 0
Strongest force on any atom, eV/Å: 7.21
Energy above the lowest of the compared OMol25 structures with the same formula, charge and spin, kcal/mol: 133.7
HOMO energy, eV: -8.88